Record 1
{"formula": "CH4S2", "method": "ωB97M-V/def2-TZVPD", "multiplicity": 1, "total_charge": 0, "e_above_lowest_kj_mol": 394.3, "homo_energy_ev": [-8.83, -8.82], "gap_ev": [5.462, 5.446], "lumo_energy_ha": [-0.124, -0.124], "species": ["C", "S", "S", "H", "H", "H", "H"], "coordinates": [[-1.28901, 0.15864, 0.00026], [2.65024, -0.52826, -0.27079], [-0.05482, 1.14321, -0.94151], [-0.85918, 0.20276, 0.99831], [-1.27057, -0.78331, -0.59098], [-2.37560, 0.74490, -0.13173], [3.19894, -0.93794, 0.93644]], "atomic_forces_ev_per_a": [[-1.20, 1.75, -2.10], [-0.54, 0.33, -0.08], [0.93, -0.73, 0.74], [-0.76, -0.61, 0.15], [-0.47, 0.32, 1.27], [2.92, -1.62, 0.57], [-0.89, 0.56, -0.55]], "mulliken_charge": [-0.639, -0.265, -0.035, 0.258, 0.257, 0.285, 0.139]}

Record 2
{"formula": "CH4S4", "method": "ωB97M-V/def2-TZVPD", "multiplicity": 1, "total_charge": 0, "e_above_lowest_kj_mol": 78.0, "homo_energy_ev": -8.48, "gap_ev": 8.432, "lumo_energy_ha": -0.002, "smiles": "SSCSS", "species": ["C", "S", "S", "S", "S", "H", "H", "H", "H"], "coordinates": [[-0.82077, -0.14768, -0.78634], [1.67129, 1.38392, -1.46466], [-0.93113, -1.12477, 2.25886], [0.80988, -0.52512, -1.09933], [-1.18096, 0.60415, 1.29019], [-1.41740, -0.91813, -0.68676], [-1.24527, 0.66202, -1.30373], [2.73429, 1.46188, -0.56080], [0.38007, -1.39627, 2.35256]], "atomic_forces_ev_per_a": [[1.88, 4.68, 2.99], [0.37, -0.41, 0.43], [-0.65, -1.00, 0.48], [1.52, 0.27, -0.22], [0.92, -0.40, -2.37], [-2.76, -4.14, 0.20], [-0.39, 0.89, -0.85], [-1.21, -0.47, -0.48], [0.32, 0.57, -0.18]], "mulliken_charge": [-0.743, -0.204, -0.196, 0.024, -0.054, 0.461, 0.387, 0.180, 0.145]}

Record 3
{"formula": "CH4S4", "method": "ωB97M-V/def2-TZVPD", "multiplicity": 1, "total_charge": 0, "e_above_lowest_kj_mol": 103.3, "homo_energy_ev": -8.29, "gap_ev": 7.064, "lumo_energy_ha": -0.045, "species": ["C", "S", "S", "S", "S", "H", "H", "H", "H"], "coordinates": [[-1.18665, -1.28994, -0.04555], [-0.70531, 1.77150, 0.65460], [2.68085, 1.63568, 0.16798], [-0.46311, 0.53025, -0.79376], [1.85557, -0.12507, -0.56942], [-0.49699, -1.28009, 0.74079], [-0.84320, -1.95850, -0.86223], [-2.24095, -1.30461, 0.16167], [1.39979, 2.02079, 0.54593]], "atomic_forces_ev_per_a": [[1.83, 1.56, -2.88], [-0.22, 0.39, 0.10], [-0.77, -0.56, -0.42], [-0.01, -1.99, 0.74], [-0.82, 0.28, -0.07], [0.50, -0.45, 1.52], [-0.50, 0.18, 0.65], [-0.21, 0.44, -0.01], [0.21, 0.15, 0.38]], "mulliken_charge": [-0.768, -0.253, -0.118, 0.131, -0.093, 0.359, 0.279, 0.335, 0.128]}

Record 4
{"formula": "CH5BO", "method": "ωB97M-V/def2-TZVPD", "multiplicity": 1, "total_charge": 0, "e_above_lowest_kj_mol": 538.4, "homo_energy_ev": -7.99, "gap_ev": 8.228, "lumo_energy_ha": 0.009, "species": ["B", "C", "O", "H", "H", "H", "H", "H"], "coordinates": [[-1.35335, -0.03132, -0.14538], [1.57288, -0.10261, -0.25204], [-0.09804, 0.45742, -0.06073], [-2.20952, 0.72617, -0.26059], [-1.49498, -1.23780, -0.28081], [1.33526, -1.26095, -0.12103], [2.09382, 0.08508, 0.77402], [0.15393, 1.36401, 0.34655]], "atomic_forces_ev_per_a": [[0.02, -1.46, -0.74], [0.89, -2.54, 0.60], [2.14, 2.24, 2.46], [-0.87, 0.69, 0.31], [0.26, 0.81, 0.14], [0.26, 2.04, -0.38], [-1.44, 0.14, -0.89], [-1.26, -1.92, -1.49]], "mulliken_charge": [0.310, -0.480, -0.340, -0.057, -0.036, 0.115, 0.108, 0.381]}

Record 5
{"formula": "CH5BO", "method": "ωB97M-V/def2-TZVPD", "multiplicity": 1, "total_charge": 0, "e_above_lowest_kj_mol": 605.3, "homo_energy_ev": [-7.95, -7.83], "gap_ev": [6.995, 6.863], "lumo_energy_ha": [-0.035, -0.035], "species": ["B", "C", "O", "H", "H", "H", "H", "H"], "coordinates": [[0.10021, -0.41493, -0.80392], [1.14513, 0.11762, 0.09570], [-2.44437, -0.19986, 0.34693], [-0.82939, -0.86204, -1.39579], [0.77424, 0.73804, 1.00589], [1.89951, 0.72091, -0.50741], [1.61276, -0.76611, 0.57673], [-2.25810, 0.66638, 0.68188]], "atomic_forces_ev_per_a": [[-3.37, 0.02, 1.29], [0.88, 1.45, 1.03], [1.80, -0.99, -1.15], [0.78, 0.06, -0.29], [0.28, -0.90, -1.80], [-0.60, -0.82, 0.89], [0.16, 0.27, -0.41], [0.07, 0.90, 0.42]], "mulliken_charge": [0.188, -0.531, -0.830, 0.138, 0.290, 0.274, 0.280, 0.192]}

Record 6
{"formula": "CH5BrN3", "method": "ωB97M-V/def2-TZVPD", "multiplicity": 1, "total_charge": 1, "e_above_lowest_kj_mol": 273.1, "homo_energy_ev": -15.00, "gap_ev": 10.912, "lumo_energy_ha": -0.150, "species": ["C", "N", "N", "N", "Br", "H", "H", "H", "H", "H"], "coordinates": [[-0.40186, -0.20728, -1.29206], [0.10397, -1.15437, -0.68848], [-0.50694, 0.93787, -1.67007], [0.19186, 0.34528, 1.44460], [1.87236, 0.11592, 1.74350], [-0.40204, -2.04743, -0.72277], [0.09484, -0.24785, 0.35281], [-0.46508, 1.36586, -2.57789], [-0.30630, 1.18940, 1.27647], [-0.18080, -0.29740, 2.13391]], "atomic_forces_ev_per_a": [[0.89, 3.34, -3.02], [-0.82, -1.51, 0.04], [-1.00, -2.00, 0.93], [-3.72, -2.55, -2.38], [5.48, 0.53, 0.87], [0.28, 0.26, 0.40], [0.10, -0.21, 2.68], [0.12, 0.09, -0.18], [0.10, 1.46, 0.74], [-1.42, 0.58, -0.06]], "mulliken_charge": [0.383, -0.455, -0.375, -0.582, 0.160, 0.289, 0.499, 0.317, 0.370, 0.395]}

Record 7
{"formula": "CH5BrSi", "method": "ωB97M-V/def2-TZVPD", "multiplicity": 1, "total_charge": 0, "e_above_lowest_kj_mol": 349.9, "homo_energy_ev": [-8.55, -7.85], "gap_ev": [8.102, 7.697], "lumo_energy_ha": [-0.017, -0.005], "species": ["C", "Si", "Br", "H", "H", "H", "H", "H"], "coordinates": [[-0.97362, -0.39391, 1.26443], [0.63545, 0.63844, -1.14342], [2.29052, -0.75198, -1.35984], [-1.03653, -1.42246, 0.99121], [-0.19732, -0.31681, 2.09640], [-1.75932, 0.28996, 1.29334], [1.05075, 1.96427, -0.89491], [-0.00993, -0.00751, -2.24722]], "atomic_forces_ev_per_a": [[4.10, 0.16, 0.28], [-1.49, -2.48, 2.36], [1.31, -0.41, 0.34], [-0.65, -0.36, -0.57], [-1.13, 0.33, -1.22], [-1.28, 0.66, -0.07], [0.24, 1.30, -0.26], [-1.10, 0.81, -0.85]], "mulliken_charge": [-0.975, 0.406, -0.188, 0.308, 0.257, 0.329, -0.079, -0.056]}

Record 8
{"formula": "CH5CdO2", "method": "ωB97M-V/def2-TZVPD", "multiplicity": 1, "total_charge": 1, "homo_energy_ev": -13.97, "gap_ev": 8.560, "lumo_energy_ha": -0.199, "species": ["O", "H", "C", "H", "H", "H", "Cd", "O", "H"], "coordinates": [[-0.79390, 0.33965, -0.08324], [3.29385, 0.83192, 0.14463], [-2.13300, 0.00950, 0.03738], [-2.41978, -0.84470, -0.60576], [-2.40580, -0.26401, 1.07489], [-2.78205, 0.85842, -0.25088], [0.89912, -0.24186, -0.08307], [2.84003, 0.00427, -0.07642], [3.50153, -0.69318, -0.15753]], "atomic_forces_ev_per_a": [[-2.78, 1.76, -0.20], [-0.03, -0.04, -0.01], [-1.70, -0.95, 0.26], [0.17, 0.36, 0.21], [0.22, 0.14, -0.38], [0.58, -0.20, 0.05], [1.05, -1.11, 0.07], [2.29, 0.10, 0.02], [0.19, -0.06, -0.02]], "mulliken_charge": [-0.617, 0.379, -0.465, 0.222, 0.230, 0.207, 1.107, -0.422, 0.358]}

Record 9
{"formula": "CH5Cl2N2OP", "method": "ωB97M-V/def2-TZVPD", "multiplicity": 1, "total_charge": 0, "e_above_lowest_kj_mol": 114.3, "homo_energy_ev": -9.53, "gap_ev": 10.071, "lumo_energy_ha": 0.020, "smiles": "NP(N)(=O)C(Cl)Cl", "species": ["C", "N", "N", "O", "P", "Cl", "Cl", "H", "H", "H", "H", "H"], "coordinates": [[-0.79357, 0.43707, 1.18390], [1.41153, 0.62386, -0.47891], [-0.72914, -0.55158, -1.43833], [0.95039, -1.98809, 0.49372], [0.28835, -0.46708, -0.08485], [0.14390, 1.36940, 2.29642], [-1.76837, -0.63431, 2.07298], [-1.36255, 1.21744, 0.57457], [1.99559, 0.84946, 0.21047], [1.33789, 1.28021, -1.19995], [-1.34632, -1.29148, -1.36382], [-0.12770, -0.84491, -2.26620]], "atomic_forces_ev_per_a": [[0.00, 0.95, -2.26], [-2.01, -1.47, -2.58], [3.22, 1.27, -1.29], [-3.09, 7.02, -2.44], [1.70, -7.01, 2.84], [1.09, 0.74, 0.68], [-1.29, -1.02, 0.32], [0.33, -1.33, 0.79], [3.04, 1.06, 3.17], [-0.32, 0.89, -1.05], [-1.84, -1.80, 0.55], [-0.82, 0.70, 1.26]], "mulliken_charge": [-0.001, -0.440, -0.661, -0.662, 0.728, -0.164, -0.119, 0.289, 0.216, 0.224, 0.281, 0.308]}

Record 10
{"formula": "CH5Cl2N2P", "method": "ωB97M-V/def2-TZVPD", "multiplicity": 1, "total_charge": 0, "e_above_lowest_kj_mol": 184.4, "homo_energy_ev": [-8.68, -7.61], "gap_ev": [9.315, 6.256], "lumo_energy_ha": [0.023, -0.050], "species": ["C", "N", "N", "P", "Cl", "Cl", "H", "H", "H", "H", "H"], "coordinates": [[2.17085, 0.48052, -1.54811], [-1.28244, -0.65549, 0.99455], [-2.35438, 0.09791, 1.21759], [0.99315, 0.20897, -0.25254], [1.08645, 1.92516, 0.89784], [1.91528, -1.14791, 0.91456], [1.67558, 0.90812, -2.41479], [2.74486, -0.30561, -1.63474], [-0.74608, -0.93167, 1.72886], [-1.26984, -1.20376, 0.17765], [-2.45486, 0.59459, 2.08704]], "atomic_forces_ev_per_a": [[-3.96, 3.28, 1.30], [-2.03, 2.16, 0.20], [-1.18, -0.28, -2.13], [0.12, 1.12, -1.11], [-0.08, -0.06, 0.01], [0.54, -0.53, 0.54], [0.49, 0.22, -0.10], [3.35, -3.86, -0.99], [1.97, -1.15, 2.37], [-0.37, -0.55, -0.81], [1.15, -0.36, 0.71]], "mulliken_charge": [-0.700, -0.047, -0.662, 0.451, -0.218, -0.238, 0.299, 0.368, 0.229, 0.305, 0.213]}